a:
The following is a DFT calculation (ωB97M-V with the def2-TZVPD basis set) of a cluster of 3 separate species, H6O3 in total.

## Properties
structure (SMILES) = O.O.O
gap between HOMO and LUMO = 11.22 eV
molar mass = 54.045 u

Structure (ORCA input):
```
! RIJCOSX wB97M-V def2-TZVPD def2/J DEFGRID3
* xyz 0 1
O 1.752 -0.057 -1.115
O -1.154 1.299 0.897
H 2.012 -0.662 -1.736
H 1.064 -0.564 -0.630
H -1.342 1.589 0.017
H -0.757 2.091 1.223
H -0.560 -0.470 0.756
H -0.810 -1.971 0.311
O -0.206 -1.255 0.277
*
```

Results of the Löwdin charge analysis, in e, for atoms 1 through 6: atom 1 (O): -0.055, atom 2 (O): -0.016, atom 3 (H): -0.030, atom 4 (H): -0.015, atom 5 (H): 0.050, atom 6 (H): 0.047

b:
The following is a DFT calculation (ωB97M-V with the def2-TZVPD basis set) of a cluster of 3 separate species, H6O3 in total.

## Properties
structure (SMILES) = O.O.O
gap between HOMO and LUMO = 11.82 eV
molar mass = 54.045 u

Structure (ORCA input):
```
! RIJCOSX wB97M-V def2-TZVPD def2/J DEFGRID3
* xyz 0 1
H 2.979 0.225 3.501
H 1.604 0.180 -1.613
O -3.894 -0.832 -1.976
O 1.456 -0.193 -0.744
H -3.634 -0.491 -1.120
H 0.515 -0.365 -0.713
H 2.531 0.610 2.107
H -4.393 -0.119 -2.376
O 2.835 0.983 2.934
*
```

Results of the Löwdin charge analysis, in e, for atoms 1 through 6: atom 1 (H): 0.028, atom 2 (H): 0.032, atom 3 (O): -0.055, atom 4 (O): -0.050, atom 5 (H): 0.026, atom 6 (H): 0.027

c:
The following is a DFT calculation (ωB97M-V with the def2-TZVPD basis set) of a cluster of 3 separate species, H6O3 in total.

## Properties
structure (SMILES) = O.O.O
gap between HOMO and LUMO = 11.01 eV
molar mass = 54.045 u

Structure (ORCA input):
```
! RIJCOSX wB97M-V def2-TZVPD def2/J DEFGRID3
* xyz 0 1
H 0.061 0.477 -1.592
O 0.309 2.047 1.131
O -0.699 -2.705 -0.295
H -0.372 0.538 -0.131
H 0.179 -3.091 -0.327
H 0.979 1.518 1.576
H -0.582 -1.780 -0.577
H 0.638 2.950 1.168
O -0.513 0.047 -0.951
*
```

Results of the Löwdin charge analysis, in e, for atoms 1 through 6: atom 1 (H): 0.055, atom 2 (O): -0.044, atom 3 (O): -0.081, atom 4 (H): 0.015, atom 5 (H): 0.021, atom 6 (H): 0.052

Short version: c is the most stable of them.

a:
The following is a DFT calculation (ωB97M-V with the def2-TZVPD basis set) of a cluster of 3 separate species, H6O3 in total.

## Properties
structure (SMILES) = O.O.O
gap between HOMO and LUMO = 11.57 eV
molar mass = 54.045 u

Structure (ORCA input):
```
! RIJCOSX wB97M-V def2-TZVPD def2/J DEFGRID3
* xyz 0 1
H 1.072 0.811 -0.631
O 1.513 1.319 -1.312
H -0.756 1.188 0.572
H 2.278 1.693 -0.876
H -0.450 -1.912 0.210
H -0.406 0.095 1.558
O -0.111 0.503 0.744
H -1.774 -1.513 -0.406
O -1.365 -2.184 0.140
*
```

Results of the Löwdin charge analysis, in e, for atoms 1 through 6: atom 1 (H): -0.031, atom 2 (O): -0.063, atom 3 (H): 0.063, atom 4 (H): 0.030, atom 5 (H): 0.014, atom 6 (H): 0.058

b:
The following is a DFT calculation (ωB97M-V with the def2-TZVPD basis set) of a cluster of 3 separate species, H6O3 in total.

## Properties
structure (SMILES) = O.O.O
gap between HOMO and LUMO = 12.21 eV
molar mass = 54.045 u

Structure (ORCA input):
```
! RIJCOSX wB97M-V def2-TZVPD def2/J DEFGRID3
* xyz 0 1
H 0.006 -0.166 -3.750
H -0.945 -0.855 -4.750
H 3.250 3.420 9.398
O -2.072 -2.725 -4.956
H -2.943 -2.344 -4.825
H 2.547 2.475 8.434
O 2.789 3.402 8.548
H -1.713 -2.964 -4.097
O -0.919 -0.243 -4.004
*
```

Results of the Löwdin charge analysis, in e, for atoms 1 through 6: atom 1 (H): 0.032, atom 2 (H): 0.007, atom 3 (H): 0.034, atom 4 (O): -0.056, atom 5 (H): 0.046, atom 6 (H): 0.032

c:
The following is a DFT calculation (ωB97M-V with the def2-TZVPD basis set) of a cluster of 3 separate species, H6O3 in total.

## Properties
structure (SMILES) = O.O.O
gap between HOMO and LUMO = 11.30 eV
molar mass = 54.045 u

Structure (ORCA input):
```
! RIJCOSX wB97M-V def2-TZVPD def2/J DEFGRID3
* xyz 0 1
O 3.358 -0.607 0.059
H -2.995 0.441 1.185
H -0.300 0.475 -0.111
H -3.669 -0.171 -0.024
H 0.324 0.324 -1.482
O 0.530 0.283 -0.548
H 3.162 -0.916 0.943
H 2.534 -0.231 -0.251
O -2.946 0.402 0.230
*
```

Results of the Löwdin charge analysis, in e, for atoms 1 through 6: atom 1 (O): -0.062, atom 2 (H): 0.035, atom 3 (H): 0.021, atom 4 (H): 0.035, atom 5 (H): 0.047, atom 6 (O): -0.038

Short version: c is the most stable of them.

a:
The following is a DFT calculation (ωB97M-V with the def2-TZVPD basis set) of the ion HN2O2S with charge +1.

## Properties
gap between HOMO and LUMO (spin up / spin down) = 9.12 / 9.12 eV
molar mass = 93.087 u

Structure (ORCA input):
```
! RIJCOSX wB97M-V def2-TZVPD def2/J DEFGRID3
* xyz 1 1
H -0.917 -1.605 0.103
N 1.493 1.232 -1.450
N 0.531 0.883 -1.049
O 0.784 -0.276 1.451
O -1.302 -0.717 0.147
S -0.589 0.483 0.797
*
```

Charge distribution, Löwdin scheme, values in e: atom 1 (H): 0.138, atom 2 (N): 0.232, atom 3 (N): -0.031, atom 4 (O): -0.344, atom 5 (O): -0.247, atom 6 (S): 1.253

b:
The following is a DFT calculation (ωB97M-V with the def2-TZVPD basis set) of a cluster of 2 separate species, HN2O2S in total.

## Properties
gap between HOMO and LUMO = 7.71 eV
molar mass = 93.087 u

Structure (ORCA input):
```
! RIJCOSX wB97M-V def2-TZVPD def2/J DEFGRID3
* xyz 1 1
O 1.955 1.412 -0.686
O 2.265 -0.248 1.019
H 1.326 -0.450 0.598
S 2.929 0.943 0.215
N -4.299 -0.806 -1.112
N -4.177 -0.851 -0.034
*
```

Charge distribution, Löwdin scheme, values in e: atom 1 (O): -0.260, atom 2 (O): -0.217, atom 3 (H): 0.189, atom 4 (S): 1.287, atom 5 (N): 0.004, atom 6 (N): -0.004

Short version: b is the most stable of them.

a:
The following is a DFT calculation (ωB97M-V with the def2-TZVPD basis set) of an isolated molecule of C5H9N3.

## Properties
structure (SMILES) = C#CC/N=C\NNC
gap between HOMO and LUMO = 9.91 eV
molar mass = 111.148 u

Structure (ORCA input):
```
! RIJCOSX wB97M-V def2-TZVPD def2/J DEFGRID3
* xyz 0 1
H 1.956 2.902 -0.165
H 2.373 -0.954 1.219
H 0.022 0.422 0.654
C 0.081 -1.482 -0.188
C -2.417 0.615 -0.506
N 1.299 -1.666 -0.487
C 1.998 1.860 -0.025
H 3.254 -1.054 -0.248
H -1.975 1.594 -0.266
N -0.556 -0.482 0.510
N -1.997 -0.406 0.463
H -3.481 0.780 -0.575
H -0.654 -2.244 -0.444
H -2.006 0.292 -1.478
C 2.276 -0.776 0.124
C 2.039 0.664 -0.017
H -2.211 -0.065 1.429
*
```

Results of the Löwdin charge analysis, in e, for atoms 1 through 6: atom 1 (H): 0.022, atom 2 (H): 0.129, atom 3 (H): 0.128, atom 4 (C): -0.269, atom 5 (C): -0.120, atom 6 (N): 0.017

b:
The following is a DFT calculation (ωB97M-V with the def2-TZVPD basis set) of an isolated molecule of C5H9N3.

## Properties
structure (SMILES) = C1CC(N2CC2)=NN1
gap between HOMO and LUMO = 8.76 eV
molar mass = 111.148 u

Structure (ORCA input):
```
! RIJCOSX wB97M-V def2-TZVPD def2/J DEFGRID3
* xyz 0 1
C 2.154 -0.823 -0.054
H 2.762 -1.182 -0.859
N -0.489 -1.083 -0.033
C -2.321 0.399 -0.090
C 0.005 0.155 -0.218
H -2.472 -1.671 0.051
H -2.599 0.433 -1.135
H -3.218 0.711 0.554
N -1.866 -0.891 0.339
H 1.670 -1.557 0.573
H 2.058 0.970 1.372
H -1.008 1.993 -0.776
H -0.755 1.730 0.932
C -0.995 1.224 0.038
H 3.259 1.051 0.011
C 2.397 0.576 0.419
N 1.336 0.309 -0.491
*
```

Results of the Löwdin charge analysis, in e, for atoms 1 through 6: atom 1 (C): -0.096, atom 2 (H): 0.099, atom 3 (N): 0.087, atom 4 (C): -0.215, atom 5 (C): -0.349, atom 6 (H): 0.112

Short version: b is the most stable of them.

a:
The following is a DFT calculation (ωB97M-V with the def2-TZVPD basis set) of an isolated molecule of C5H9N3.

## Properties
structure (SMILES) = [H]/N=C(\[C@H]1CN1)N1CC1
gap between HOMO and LUMO = 11.15 eV
molar mass = 111.148 u

Structure (ORCA input):
```
! RIJCOSX wB97M-V def2-TZVPD def2/J DEFGRID3
* xyz 0 1
C -1.102 -0.646 -0.018
H 2.494 1.283 -0.282
C 2.349 0.170 0.198
N -2.308 -0.384 -0.618
H 2.287 -1.979 -0.601
C 0.003 0.374 0.060
N 1.093 -0.238 0.784
H -0.673 -1.687 -0.007
H 2.915 -0.025 1.136
H -0.840 1.872 -0.398
H -2.019 0.509 -1.264
H -2.983 -0.713 1.138
C 1.783 -0.883 -0.459
H 1.102 -0.253 -1.329
N 0.068 1.582 -0.273
H -1.966 1.075 1.097
C -2.204 -0.056 0.837
*
```

Results of the Löwdin charge analysis, in e, for atoms 1 through 6: atom 1 (C): -0.352, atom 2 (H): 0.161, atom 3 (C): -0.283, atom 4 (N): -0.007, atom 5 (H): 0.161, atom 6 (C): -0.505

b:
The following is a DFT calculation (ωB97M-V with the def2-TZVPD basis set) of an isolated molecule of C5H9N3.

## Properties
gap between HOMO and LUMO (spin up / spin down) = 7.07 / 6.33 eV
molar mass = 111.148 u

Structure (ORCA input):
```
! RIJCOSX wB97M-V def2-TZVPD def2/J DEFGRID3
* xyz 0 1
N 0.829 -0.258 -0.616
N -0.325 2.082 -0.652
H -1.221 1.720 -0.949
H -1.778 -0.222 2.174
H 0.655 -1.619 -2.161
C 0.476 1.150 0.028
H -0.261 -2.646 1.632
H 0.137 2.622 -1.368
C 0.164 -2.278 0.715
H 1.433 1.618 0.282
C 0.249 -0.955 0.483
H -1.412 1.424 2.185
C -0.181 0.278 1.045
H 1.151 0.129 -2.613
H 0.569 -2.994 0.021
C 0.906 -0.612 -1.869
N -1.393 0.560 1.663
*
```

Results of the Löwdin charge analysis, in e, for atoms 1 through 6: atom 1 (N): -0.059, atom 2 (N): 0.084, atom 3 (H): 0.091, atom 4 (H): 0.089, atom 5 (H): 0.059, atom 6 (C): -0.273

c:
The following is a DFT calculation (ωB97M-V with the def2-TZVPD basis set) of an isolated molecule of C5H9N3.

## Properties
structure (SMILES) = C/N=C/C1=CNNC1
gap between HOMO and LUMO = 8.22 eV
molar mass = 111.148 u

Structure (ORCA input):
```
! RIJCOSX wB97M-V def2-TZVPD def2/J DEFGRID3
* xyz 0 1
H -3.484 -0.142 2.157
C 0.390 -0.220 0.073
N -1.697 0.242 1.211
H 0.112 -0.083 2.402
H -2.770 1.439 2.284
N 1.002 0.254 -2.151
H -1.063 -0.021 -1.500
H -0.448 1.634 -1.299
C 1.673 -0.658 -0.126
C -0.137 0.499 -1.278
C -0.401 0.013 1.384
H -1.846 0.230 3.222
H 2.388 -1.332 0.351
C -2.514 0.393 2.284
H 3.223 -0.650 -1.809
H 0.690 -0.357 -2.763
N 2.000 -0.622 -1.498
*
```

Results of the Löwdin charge analysis, in e, for atoms 1 through 6: atom 1 (H): 0.093, atom 2 (C): -0.163, atom 3 (N): -0.079, atom 4 (H): 0.124, atom 5 (H): 0.069, atom 6 (N): -0.050

d:
The following is a DFT calculation (ωB97M-V with the def2-TZVPD basis set) of an isolated molecule of C5H9N3.

## Properties
structure (SMILES) = CNc1cc[nH]c1N
gap between HOMO and LUMO = 8.83 eV
molar mass = 111.148 u

Structure (ORCA input):
```
! RIJCOSX wB97M-V def2-TZVPD def2/J DEFGRID3
* xyz 0 1
N 1.498 -1.165 1.015
H -0.987 -2.634 -0.330
H 0.630 1.999 1.285
H -2.322 0.160 -0.727
H -0.579 1.140 -2.261
H 1.634 1.721 0.152
C 0.770 -2.227 0.688
H -2.181 1.864 -1.821
C -1.167 1.533 -1.383
N 1.309 1.294 0.965
C -0.412 -1.815 0.170
N -1.533 0.642 -0.247
H 1.243 -3.143 1.129
C -0.415 -0.416 0.178
H -0.627 2.429 -1.091
H 2.392 -1.395 1.477
C 0.747 0.013 0.802
*
```

Results of the Löwdin charge analysis, in e, for atoms 1 through 6: atom 1 (N): 0.046, atom 2 (H): 0.113, atom 3 (H): 0.093, atom 4 (H): 0.090, atom 5 (H): 0.081, atom 6 (H): 0.043

Short version: d is the most stable of them.

a:
The following is a DFT calculation (ωB97M-V with the def2-TZVPD basis set) of a cluster of 2 separate species, CH3NOS in total.

## Properties
gap between HOMO and LUMO = 9.14 eV
molar mass = 77.108 u

Structure (ORCA input):
```
! RIJCOSX wB97M-V def2-TZVPD def2/J DEFGRID3
* xyz 0 1
C 3.821 -1.103 -0.390
N 1.478 -0.384 -0.250
H 1.736 -1.386 -0.071
H 1.926 0.071 -1.095
H 0.241 1.334 0.163
S -0.129 0.078 0.114
O 4.282 -0.711 0.543
*
```

Results of the Löwdin charge analysis, in e, for atoms 1 through 6: atom 1 (C): -0.030, atom 2 (N): -0.543, atom 3 (H): 0.001, atom 4 (H): 0.034, atom 5 (H): -0.178, atom 6 (S): 0.636

b:
The following is a DFT calculation (ωB97M-V with the def2-TZVPD basis set) of a cluster of 2 separate species, CH3NOS in total.

## Properties
gap between HOMO and LUMO (spin up / spin down) = 7.67 / 7.67 eV
molar mass = 77.108 u

Structure (ORCA input):
```
! RIJCOSX wB97M-V def2-TZVPD def2/J DEFGRID3
* xyz 0 1
S -0.252 0.219 0.582
H 1.783 1.997 0.775
H -2.011 -1.950 -1.975
N -1.009 -0.731 -0.499
H 2.263 2.479 1.065
O 0.904 -0.494 1.143
C -1.678 -1.519 -1.092
*
```

Results of the Löwdin charge analysis, in e, for atoms 1 through 6: atom 1 (S): 0.781, atom 2 (H): -0.017, atom 3 (H): 0.052, atom 4 (N): -0.335, atom 5 (H): 0.044, atom 6 (O): -0.632

c:
The following is a DFT calculation (ωB97M-V with the def2-TZVPD basis set) of a cluster of 2 separate species, CH3NOS in total.

## Properties
gap between HOMO and LUMO (spin up / spin down) = 9.18 / 9.18 eV
molar mass = 77.108 u

Structure (ORCA input):
```
! RIJCOSX wB97M-V def2-TZVPD def2/J DEFGRID3
* xyz 0 1
H 1.537 -0.157 0.625
O -2.298 0.700 -0.226
S -0.415 -1.219 0.007
H 0.102 1.258 0.741
H 1.130 -0.030 -1.020
C -1.267 0.207 0.056
N 1.212 -0.758 -0.184
*
```

Results of the Löwdin charge analysis, in e, for atoms 1 through 6: atom 1 (H): 0.019, atom 2 (O): 0.028, atom 3 (S): 0.851, atom 4 (H): 0.117, atom 5 (H): 0.079, atom 6 (C): -0.710

d:
The following is a DFT calculation (ωB97M-V with the def2-TZVPD basis set) of an isolated molecule of CH3NOS.

## Properties
structure (SMILES) = C#S(N)=O
gap between HOMO and LUMO = 8.89 eV
molar mass = 77.108 u

Structure (ORCA input):
```
! RIJCOSX wB97M-V def2-TZVPD def2/J DEFGRID3
* xyz 0 1
H 1.473 0.340 -0.546
N 0.723 0.919 -0.057
H -0.832 -2.001 0.446
C 0.020 -1.377 0.054
O -1.545 -0.018 -0.439
H 0.687 1.975 -0.113
S -0.525 0.163 0.655
*
```

Results of the Löwdin charge analysis, in e, for atoms 1 through 6: atom 1 (H): 0.083, atom 2 (N): -0.286, atom 3 (H): -0.022, atom 4 (C): -0.081, atom 5 (O): -0.483, atom 6 (H): 0.084

Short version: a is the most stable of them.